(1)
Computed, not measured: a molecular structure, C21H22IN7Tl, with ωB97M-V/def2-TZVPD.

The value obtained for the frontier orbital gap is 5.18 eV. The value obtained for the strongest force on any atom is 0.0143 Eh/bohr. The calculation puts the HOMO energy at -10.7880 eV.

Geometry as ORCA input:
```
! wB97M-V def2-TZVPD RIJCOSX def2/J DEFGRID3
* xyz 1 1
Tl 0.698 1.672 0.322
C 0.931 1.470 5.035
C 1.269 0.153 5.325
C 0.936 -0.841 4.430
C 0.279 -0.504 3.245
N 0.015 0.764 2.933
C 0.318 1.719 3.827
N -0.160 -1.559 2.442
C -0.532 -1.555 1.226
N -0.355 -0.620 0.166
C -1.018 -1.100 -0.884
N -1.100 -0.582 -2.093
C -1.133 0.711 -2.399
C -0.766 1.029 -3.776
C -0.982 2.259 -4.350
C -1.551 3.225 -3.548
C -1.844 2.943 -2.160
N -1.504 1.688 -1.606
C -1.616 -2.429 -0.604
C -2.350 -3.291 -1.391
C -2.746 -4.494 -0.811
C -2.412 -4.797 0.509
C -1.681 -3.904 1.290
C -1.294 -2.722 0.698
H 1.142 2.277 5.722
H 1.776 -0.095 6.249
H 1.148 -1.883 4.629
H 0.061 2.734 3.539
H -0.310 0.227 -4.348
H -0.727 2.452 -5.383
H -1.824 4.200 -3.939
H -2.964 2.968 -2.177
H -2.611 -3.041 -2.411
H -3.319 -5.205 -1.392
H -2.724 -5.744 0.930
H -1.424 -4.124 2.319
N 2.036 0.388 -1.821
C 3.408 0.067 -1.400
C 3.394 -0.727 -0.112
N 2.792 0.024 0.999
H 1.516 -0.469 -1.988
H 2.048 0.907 -2.692
H 3.949 1.004 -1.251
H 3.952 -0.509 -2.153
H 4.414 -1.044 0.112
H 2.801 -1.633 -0.264
H 3.475 0.638 1.430
H 2.485 -0.614 1.722
I -2.341 5.934 -1.601
C -1.436 4.062 -1.177
H -0.361 4.207 -1.183
H -1.759 3.766 -0.185
*
```

Atomic partial charges in e from the Mulliken method, atoms 1 to 2: Tl 0.9927; C -0.6475

---

(2)
Computed, not measured: a molecular structure, C21H22MnN6O5S2, with ωB97M-V/def2-TZVPD.

The value obtained for the frontier orbital gap (spin up / spin down) is 7.44 / 7.44 eV. The value obtained for the strongest force on any atom is 0.0069 Eh/bohr. For the energy relative to the best compared isomer or geometry (same formula, charge and spin), the calculation gives 0.7144 eV. The calculation puts the HOMO energy (spin up / spin down) at -7.2941 / -7.2851 eV. Its expectation value of S² is 1.11.

Geometry as ORCA input:
```
! wB97M-V def2-TZVPD RIJCOSX def2/J DEFGRID3
* xyz 0 2
Mn -0.350 -0.087 0.158
C 3.353 1.868 -1.758
C 2.019 1.206 -1.985
O 1.559 0.407 -1.182
N 1.366 1.539 -3.119
C 0.061 0.986 -3.425
C -1.065 1.763 -2.790
C -2.102 2.256 -3.570
C -3.110 2.991 -2.967
C -3.036 3.214 -1.605
C -1.975 2.664 -0.906
N -1.004 1.946 -1.468
H 4.024 1.145 -1.301
H 3.213 2.685 -1.049
H 3.794 2.264 -2.671
H 1.757 2.242 -3.721
H 0.048 -0.042 -3.064
H -0.066 0.968 -4.507
H -2.116 2.059 -4.634
H -3.934 3.379 -3.551
H -3.793 3.777 -1.080
H -1.930 2.779 0.169
S 2.076 -0.892 1.612
C 0.732 -1.781 2.132
N -0.484 -1.543 1.680
C -1.442 -2.376 2.248
C -2.816 -2.353 2.012
C -3.622 -3.274 2.660
C -3.089 -4.210 3.545
C -1.729 -4.229 3.806
C -0.919 -3.310 3.155
S 0.801 -3.084 3.298
H -3.245 -1.613 1.355
H -4.688 -3.259 2.475
H -3.740 -4.919 4.038
H -1.306 -4.943 4.500
C 1.431 -2.863 -1.725
C -0.008 -2.525 -1.872
N -0.641 -1.567 -1.231
C -1.954 -1.599 -1.627
C -2.116 -2.583 -2.559
N -0.878 -3.157 -2.693
C -3.263 -3.077 -3.359
O -4.416 -2.482 -3.160
O -3.095 -3.982 -4.145
C -2.910 -0.674 -0.953
O -4.099 -0.668 -1.305
O -2.390 0.041 -0.042
H 1.834 -2.318 -0.872
H 1.992 -2.581 -2.618
H 1.559 -3.934 -1.563
H -0.698 -3.938 -3.306
H -4.359 -1.752 -2.454
N -0.260 1.397 1.652
H -1.136 1.408 2.166
H -0.030 2.350 1.392
H 0.477 1.072 2.278
*
```

Atomic partial charges in e from the Mulliken method, atoms 1 to 2: Mn 0.2461; C -1.3991

---

(3)
Computed, not measured: C21H22N2O7S in the gas phase in a non-equilibrium geometry, with ωB97M-V/def2-TZVPD.

The value obtained for the frontier orbital gap is 8.03 eV. The value obtained for the strongest force on any atom is 0.0251 Eh/bohr. Its SMILES is Cc1ccc(S(=O)(=O)N(C)C)cc1NC(=O)COC(=O)/C=C/c1ccc2c(c1)OCO2. For the energy relative to the best compared isomer or geometry (same formula, charge and spin), the calculation gives 0.9947 eV. The calculation puts the HOMO energy at -8.2880 eV.

Geometry as ORCA input:
```
! wB97M-V def2-TZVPD RIJCOSX def2/J DEFGRID3
* xyz 0 1
C 5.435 1.063 0.624
C 3.986 1.399 0.496
C 3.578 2.716 0.310
C 2.239 3.065 0.250
C 1.286 2.075 0.385
S -0.464 2.435 0.354
O -1.109 1.669 1.381
O -0.663 3.859 0.349
N -0.931 1.759 -1.129
C -2.376 1.722 -1.231
C -0.296 2.443 -2.233
C 1.653 0.759 0.561
C 3.000 0.411 0.602
N 3.291 -0.953 0.798
C 4.005 -1.784 -0.011
O 4.832 -1.449 -0.822
C 3.630 -3.257 0.234
O 2.295 -3.355 0.702
C 1.331 -3.083 -0.230
O 1.564 -3.041 -1.411
C 0.059 -2.769 0.415
C -0.958 -2.289 -0.319
C -2.221 -1.776 0.159
C -2.414 -1.403 1.490
C -3.609 -0.860 1.938
C -4.616 -0.707 1.014
C -4.440 -1.080 -0.324
C -3.261 -1.605 -0.775
O -5.588 -0.811 -1.022
C -6.487 -0.253 -0.088
O -5.871 -0.203 1.181
H 5.752 0.442 -0.213
H 5.606 0.488 1.534
H 6.040 1.964 0.652
H 4.330 3.486 0.226
H 1.921 4.087 0.120
H -2.754 1.324 -0.293
H -2.661 1.063 -2.051
H -2.797 2.720 -1.398
H 0.783 2.371 -2.108
H -0.579 1.954 -3.164
H -0.583 3.500 -2.273
H 0.876 0.016 0.664
H 2.585 -1.429 1.350
H 4.266 -3.691 1.008
H 3.759 -3.801 -0.707
H 0.024 -2.876 1.488
H -0.811 -2.264 -1.392
H -1.604 -1.505 2.193
H -3.743 -0.554 2.961
H -3.133 -1.885 -1.808
H -7.395 -0.874 -0.032
H -6.763 0.766 -0.404
*
```

Atomic partial charges in e from the Mulliken method, atoms 1 to 2: C -1.4558; C 0.9358

---

(4)
Computed, not measured: C21H22N4O4S in the gas phase in a non-equilibrium geometry, with ωB97M-V/def2-TZVPD.

The value obtained for the frontier orbital gap is 8.86 eV. The value obtained for the strongest force on any atom is 0.0249 Eh/bohr. Its SMILES is Cc1cccc(N(CC(=O)NCc2ccco2)C(=O)CCC(=O)Nc2nccs2)c1. For the energy relative to the best compared isomer or geometry (same formula, charge and spin), the calculation gives 1.1243 eV. The calculation puts the HOMO energy at -8.4730 eV.

Geometry as ORCA input:
```
! wB97M-V def2-TZVPD RIJCOSX def2/J DEFGRID3
* xyz 0 1
C 4.307 0.099 1.672
C 3.359 1.139 1.161
C 3.377 2.441 1.643
C 2.501 3.388 1.142
C 1.592 3.048 0.158
C 1.550 1.741 -0.321
N 0.640 1.393 -1.350
C 1.209 0.905 -2.592
C 1.656 -0.559 -2.548
O 2.668 -0.930 -3.105
N 0.816 -1.380 -1.889
C 1.152 -2.765 -1.638
C 1.641 -2.961 -0.236
C 1.150 -2.507 0.954
C 2.045 -2.970 1.950
C 3.009 -3.668 1.291
O 2.774 -3.664 -0.032
C -0.706 1.544 -1.266
O -1.435 1.360 -2.224
C -1.266 1.898 0.106
C -2.647 1.260 0.237
C -2.546 -0.224 0.053
O -1.504 -0.833 -0.079
N -3.725 -0.932 0.031
C -5.008 -0.485 0.161
N -5.387 0.713 0.431
C -6.738 0.809 0.492
C -7.421 -0.338 0.270
S -6.331 -1.638 -0.042
C 2.439 0.800 0.177
H 3.756 -0.762 2.048
H 4.932 0.494 2.468
H 4.948 -0.250 0.864
H 4.087 2.719 2.409
H 2.533 4.402 1.513
H 0.924 3.790 -0.252
H 0.435 1.001 -3.360
H 2.074 1.512 -2.873
H 0.020 -1.010 -1.388
H 0.267 -3.383 -1.825
H 1.947 -3.046 -2.334
H 0.267 -1.919 1.093
H 1.975 -2.808 3.007
H 3.878 -4.193 1.634
H -1.359 2.981 0.195
H -0.597 1.535 0.886
H -3.314 1.649 -0.534
H -3.102 1.477 1.204
H -3.615 -1.926 -0.142
H -7.173 1.767 0.709
H -8.478 -0.505 0.269
H 2.422 -0.210 -0.198
*
```

Atomic partial charges in e from the Mulliken method, atoms 1 to 2: C -1.2039; C 0.2532